{"formula": "C53H58F6N3O2", "method": "the ωB97M-V functional and the def2-TZVPD basis", "symbols": ["C", "C", "C", "C", "C", "C", "C", "C", "C", "C", "C", "C", "C", "C", "N", "C", "C", "C", "C", "C", "C", "N", "O", "O", "C", "C", "N", "C", "C", "C", "C", "C", "C", "C", "C", "C", "C", "C", "C", "C", "C", "C", "C", "H", "H", "H", "H", "H", "H", "H", "H", "H", "H", "H", "H", "H", "H", "H", "H", "H", "H", "H", "H", "H", "H", "H", "H", "H", "H", "H", "H", "H", "H", "H", "H", "H", "H", "H", "H", "H", "H", "H", "H", "H", "H", "H", "H", "H", "H", "H", "H", "H", "F", "C", "F", "F", "C", "C", "C", "C", "C", "C", "C", "C", "C", "C", "F", "F", "F", "C", "C", "C", "C", "H", "H", "H", "H", "H", "H", "H", "H", "H"], "coordinates": [[-0.756, 0.177, -4.645], [-1.475, 1.300, -3.915], [-0.540, 2.404, -3.427], [-2.382, 1.957, -4.970], [-2.294, 0.839, -2.675], [-3.278, 1.740, -2.272], [-4.143, 1.431, -1.234], [-4.120, 0.146, -0.699], [-3.097, -0.763, -0.997], [-3.312, -2.195, -0.395], [-2.189, -3.197, -0.575], [-4.552, -2.750, -1.109], [-3.577, -2.107, 1.114], [-2.056, -0.294, -1.848], [-0.750, -0.918, -1.811], [0.358, -0.553, -1.075], [0.473, 0.628, -0.357], [1.737, 1.305, -0.370], [2.442, 1.399, -1.610], [3.799, 1.628, -1.621], [4.452, 1.730, -0.368], [5.781, 1.239, -0.368], [6.417, 1.099, 0.697], [6.252, 0.921, -1.501], [3.731, 1.983, 0.827], [2.356, 1.824, 0.810], [1.336, -1.506, -1.319], [2.674, -1.600, -0.808], [2.927, -1.525, 0.601], [2.036, -2.109, 1.750], [2.689, -1.831, 3.110], [1.930, -3.627, 1.533], [0.637, -1.537, 1.875], [4.242, -1.214, 0.980], [5.301, -1.640, 0.183], [4.996, -2.197, -1.048], [3.765, -1.920, -1.671], [3.864, -2.086, -3.238], [5.242, -1.593, -3.740], [2.866, -1.291, -4.056], [3.826, -3.582, -3.568], [0.799, -2.449, -2.184], [-0.427, -2.046, -2.549], [-1.459, -0.622, -4.910], [-0.318, 0.553, -5.582], [0.068, -0.239, -4.067], [-1.142, 3.237, -3.040], [0.090, 2.059, -2.602], [0.092, 2.780, -4.240], [-2.784, 2.918, -4.638], [-1.807, 2.161, -5.883], [-3.221, 1.311, -5.243], [-3.374, 2.703, -2.774], [-4.828, 2.188, -0.853], [-4.935, -0.153, -0.041], [-1.257, -2.850, -0.122], [-2.445, -4.126, -0.044], [-2.036, -3.474, -1.621], [-5.419, -2.099, -0.957], [-4.360, -2.810, -2.188], [-4.811, -3.752, -0.751], [-4.521, -1.597, 1.329], [-3.647, -3.113, 1.555], [-2.760, -1.573, 1.619], [-0.378, 1.057, 0.118], [1.890, 1.253, -2.543], [4.382, 1.662, -2.543], [4.293, 2.277, 1.714], [1.733, 1.988, 1.700], [2.797, -0.748, 3.253], [2.051, -2.204, 3.922], [3.666, -2.316, 3.213], [1.331, -3.860, 0.645], [2.924, -4.069, 1.400], [1.456, -4.108, 2.399], [0.015, -1.743, 1.002], [0.148, -2.007, 2.747], [0.657, -0.455, 2.041], [4.479, -0.764, 1.945], [6.323, -1.634, 0.561], [5.781, -2.737, -1.581], [6.060, -2.247, -3.419], [5.256, -1.605, -4.840], [5.457, -0.574, -3.399], [1.878, -1.744, -4.094], [2.804, -0.263, -3.692], [3.211, -1.240, -5.097], [2.915, -4.075, -3.223], [3.904, -3.741, -4.651], [4.668, -4.095, -3.091], [1.363, -3.318, -2.468], [-1.121, -2.465, -3.263], [-5.023, -2.004, 5.804], [-5.644, -1.251, 4.845], [-6.052, -2.129, 3.871], [-6.779, -0.742, 5.412], [-4.734, -0.188, 4.287], [-4.946, 0.341, 3.009], [-3.917, 1.044, 2.406], [-2.638, 1.201, 3.025], [-1.497, 1.695, 2.279], [-0.910, 2.942, 2.729], [-0.127, 3.006, 3.915], [-0.019, 4.183, 4.635], [-0.582, 5.344, 4.110], [-0.591, 6.622, 4.896], [-0.351, 7.711, 4.099], [-1.821, 6.813, 5.468], [0.329, 6.658, 5.898], [-1.153, 5.365, 2.839], [-1.244, 4.191, 2.114], [-2.613, 0.954, 4.424], [-3.626, 0.223, 5.027], [-5.895, 0.180, 2.495], [-4.059, 1.505, 1.425], [-1.418, 1.365, 1.253], [0.324, 2.096, 4.313], [0.473, 4.199, 5.606], [-1.525, 6.304, 2.433], [-1.703, 4.197, 1.124], [-1.769, 1.292, 5.025], [-3.541, -0.063, 6.073]], "lowdin_charge": [-0.04, -0.53, -0.03, -0.06, -0.07, -0.03, -0.06, -0.07, -0.06, -0.52, -0.05, -0.03, -0.04, -0.05, 0.06, -0.18, 0.00, -0.20, -0.03, 0.03, -0.16, -0.31, 0.06, 0.03, 0.01, 0.00, 0.10, -0.08, -0.08, -0.51, -0.06, -0.02, -0.06, -0.06, -0.05, -0.03, -0.05, -0.51, -0.06, -0.05, -0.04, -0.03, -0.07, 0.10, 0.10, 0.05, 0.09, 0.05, 0.10, 0.08, 0.09, 0.10, 0.11, 0.12, 0.11, 0.07, 0.10, 0.08, 0.08, 0.10, 0.10, 0.06, 0.10, 0.09, 0.06, 0.10, 0.13, 0.13, 0.11, 0.09, 0.09, 0.09, 0.08, 0.10, 0.10, 0.05, 0.10, 0.07, 0.11, 0.13, 0.12, 0.08, 0.09, 0.08, 0.06, 0.07, 0.10, 0.06, 0.10, 0.09, 0.12, 0.15, 0.12, -0.51, 0.12, 0.14, -0.09, -0.01, 0.00, -0.17, 0.13, -0.20, -0.03, 0.02, -0.11, -0.52, 0.12, 0.13, 0.13, 0.01, 0.02, 0.03, 0.02, 0.14, 0.10, 0.08, 0.12, 0.13, 0.14, 0.13, 0.12, 0.14], "total_charge": 1, "homo_lumo_gap_ha": 0.1140, "lumo_ev": -6.168, "homo_energy_ev": -9.27}